Density functional theory data (wB97M-V/def2-TZVPD) for a molecular structure, C34H31DyN3P.

Highest occupied orbital energy (alpha / beta): -6.03 / -4.26 eV
E_LUMO (alpha / beta): -0.026 / -0.091 eV
Energy: -2704.747277 Eh
⟨S²⟩: 9.798
2S+1: 6
Frontier orbital gap (alpha / beta): 6.0 / 4.2 eV
Maximum force: 0.02618 hartree/bohr

Last column: Löwdin charge in e.
Element x y z (Å)
Dy1 0.37 -0.61 -0.27  1.335
C1 -4.08 5.27 0.22  -0.094
C2 -3.17 4.96 1.22  -0.086
C3 -2.39 3.82 1.14  -0.086
C4 -2.50 2.97 0.04  -0.366
C5 -3.41 3.29 -0.97  -0.102
C6 -4.19 4.42 -0.88  -0.086
P1 -1.54 1.43 -0.15  0.952
C7 -0.22 1.60 1.18  -0.499
C8 0.99 2.21 0.85  -0.172
C9 2.10 2.10 1.69  -0.104
C10 2.03 1.37 2.85  -0.089
C11 0.82 0.75 3.20  -0.068
C12 -0.28 0.86 2.37  -0.120
C13 -2.53 0.10 0.36  -0.504
C14 -3.64 0.20 1.23  -0.126
C15 -4.42 -0.88 1.69  -0.127
C16 -4.08 -2.22 1.76  -0.059
C17 -2.77 -2.79 1.57  -0.174
C18 -2.41 -3.94 2.28  -0.053
C19 -1.11 -4.43 2.26  -0.112
C20 -0.12 -3.77 1.54  -0.170
C21 -0.42 -2.65 0.75  -0.267
C22 -1.75 -2.24 0.76  -0.285
H1 -4.69 6.16 0.29  0.099
H2 -3.08 5.61 2.09  0.101
H3 -1.70 3.58 1.93  0.100
H4 -3.50 2.63 -1.83  0.102
H5 -4.90 4.65 -1.67  0.101
H6 1.05 2.78 -0.07  0.108
H7 3.03 2.60 1.41  0.099
H8 2.89 1.27 3.50  0.102
H9 0.75 0.18 4.11  0.111
H10 -1.21 0.36 2.62  0.112
H11 -3.96 1.20 1.51  0.092
H12 -5.39 -0.61 2.09  0.091
H13 -4.82 -2.88 2.19  0.090
H14 -3.16 -4.43 2.89  0.103
H15 -0.87 -5.32 2.83  0.091
H16 0.90 -4.16 1.58  0.069
N1 -2.12 -1.18 -0.21  -0.189
C23 -2.80 -1.66 -1.38  -0.217
C24 -3.93 -1.01 -1.87  -0.018
C25 -4.53 -1.46 -3.04  -0.087
C26 -4.03 -2.55 -3.72  -0.111
C27 -2.91 -3.21 -3.22  -0.091
C28 -2.29 -2.76 -2.06  -0.024
H17 -4.32 -0.16 -1.32  0.102
H18 -5.41 -0.95 -3.41  0.099
H19 -4.50 -2.90 -4.63  0.093
H20 -2.50 -4.07 -3.74  0.099
H21 -1.44 -3.29 -1.65  0.101
N2 2.55 -0.07 -1.03  0.030
C29 3.68 0.05 -0.80  -0.236
N3 4.96 0.13 -0.55  -0.086
C30 5.76 -1.09 -0.34  -0.119
C31 6.57 -1.40 -1.60  -0.161
C32 6.90 -0.12 -2.38  -0.186
C33 7.04 1.07 -1.44  -0.176
C34 5.69 1.40 -0.78  -0.123
H22 5.10 -1.89 -0.04  0.130
H23 6.41 -0.88 0.51  0.126
H24 6.02 -2.10 -2.23  0.112
H25 7.49 -1.91 -1.29  0.114
H26 6.09 0.09 -3.09  0.117
H27 7.80 -0.26 -2.97  0.112
H28 7.38 1.96 -1.97  0.116
H29 7.79 0.86 -0.67  0.116
H30 5.08 2.02 -1.42  0.129
H31 5.82 1.91 0.17  0.120